# 1
Density functional theory data (ωB97M-V/def2-TZVPD) for an isolated molecule of C23H26N2O6.

## Properties
E_HOMO = -7.369 eV
gap between HOMO and LUMO = 0.2869 hartree
structure (SMILES) = CCOC(=O)Nc1cc(OC)c(OC)cc1Cc1nccc2cc(OC)c(OC)cc12
total energy = -39537.9479 eV
ΔE to the lowest compared entry with this formula, charge and spin = 3.453 eV

XYZ file:
```
57
C23H26N2O6, DFT ωB97M-V/def2-TZVPD
C 4.6423 4.7641 0.0676
C 4.7763 3.3067 -0.3327
O 3.6206 2.6108 0.1246
C 3.6094 1.2746 -0.1083
O 4.5066 0.6953 -0.6727
N 2.4677 0.7587 0.4050
C 2.0082 -0.5588 0.3369
C 2.6668 -1.5087 -0.4444
C 2.2267 -2.8168 -0.5120
O 2.8193 -3.7966 -1.2453
C 3.9831 -3.4715 -1.9669
C 1.0866 -3.2000 0.2242
O 0.7171 -4.5121 0.1135
C -0.3759 -4.9633 0.8667
C 0.4419 -2.2512 0.9956
C 0.8805 -0.9317 1.0692
C 0.1534 0.0521 1.9568
C -0.5282 1.1304 1.1524
N 0.1772 2.2300 1.0004
C -0.3237 3.2607 0.3120
C -1.5740 3.2469 -0.2427
C -2.3580 2.0838 -0.1182
C -3.6496 1.9861 -0.6790
C -4.3825 0.8362 -0.5686
O -5.6253 0.6372 -1.0659
C -6.2433 1.6907 -1.7634
C -3.8268 -0.2921 0.1216
O -4.6305 -1.3855 0.1495
C -4.1422 -2.5546 0.7570
C -2.5832 -0.2058 0.6827
C -1.8178 0.9782 0.5878
H 5.5147 5.3176 -0.2675
H 4.5590 4.8475 1.1477
H 3.7519 5.1940 -0.3829
H 4.8520 3.1992 -1.4213
H 5.6682 2.8517 0.1136
H 1.8221 1.4506 0.8020
H 3.5406 -1.1933 -0.9861
H 4.7795 -3.1140 -1.3071
H 3.7842 -2.7141 -2.7317
H 4.2969 -4.3971 -2.4471
H -0.2122 -4.8312 1.9421
H -1.3062 -4.4591 0.5787
H -0.4664 -6.0259 0.6467
H -0.4146 -2.5406 1.5853
H -0.5722 -0.4760 2.5748
H 0.8728 0.5398 2.6192
H 0.3327 4.1163 0.2316
H -1.9585 4.1026 -0.7764
H -4.0364 2.8463 -1.2024
H -5.6722 1.9716 -2.6542
H -7.2183 1.3117 -2.0646
H -6.3771 2.5703 -1.1254
H -4.9273 -3.2993 0.6373
H -3.2293 -2.9076 0.2652
H -3.9470 -2.4039 1.8243
H -2.1594 -1.0508 1.1949
```


# 2
Density functional theory data (ωB97M-V/def2-TZVPD) for an isolated molecule of C23H26N4.

## Properties
E_HOMO = -7.634 eV
gap between HOMO and LUMO = 0.3090 hartree
structure (SMILES) = CCCCCc1ccc(-c2cn(CCc3c[nH]c4ccccc34)nn2)cc1
total energy = -30233.6110 eV
ΔE to the lowest compared entry with this formula, charge and spin = 0.000 eV

XYZ file:
```
53
C23H26N4, DFT ωB97M-V/def2-TZVPD
C -5.9811 -1.7844 -0.5617
C -4.4914 -1.5189 -0.7466
C -3.8180 -0.9460 0.5014
C -4.3168 0.4355 0.9270
C -3.9707 1.5501 -0.0709
C -2.4855 1.6765 -0.2502
C -1.7066 2.2471 0.7504
C -0.3331 2.3119 0.6327
C 0.2996 1.8048 -0.4999
C 1.7442 1.7768 -0.6138
C 2.7204 2.0285 0.3360
N 3.8819 1.7183 -0.2767
C 5.1751 1.5293 0.3143
C 5.1741 0.2353 1.1630
C 4.4254 -0.8333 0.4321
C 4.8605 -1.5489 -0.6458
N 3.8383 -2.2948 -1.1594
C 2.7029 -2.0459 -0.4460
C 1.4059 -2.5117 -0.6203
C 0.4415 -2.0615 0.2536
C 0.7592 -1.1862 1.2954
C 2.0434 -0.7290 1.4786
C 3.0369 -1.1405 0.5891
N 3.6392 1.3103 -1.5188
N 2.3824 1.3479 -1.7318
C -0.4779 1.2518 -1.5142
C -1.8505 1.1904 -1.3868
H -6.5310 -0.8574 -0.4205
H -6.3865 -2.2852 -1.4382
H -6.1502 -2.4205 0.3049
H -3.9948 -2.4597 -0.9973
H -4.3462 -0.8429 -1.5901
H -2.7416 -0.8851 0.3227
H -3.9779 -1.6404 1.3308
H -5.3978 0.4112 1.0739
H -3.8603 0.6791 1.8895
H -4.3746 2.4913 0.3116
H -4.4466 1.3473 -1.0310
H -2.1860 2.6423 1.6355
H 0.2521 2.7561 1.4246
H 2.6818 2.3873 1.3421
H 5.8800 1.4314 -0.5134
H 5.4405 2.3975 0.9237
H 6.2069 -0.0616 1.3500
H 4.6893 0.4272 2.1214
H 5.8386 -1.5802 -1.0863
H 3.8930 -2.8615 -1.9879
H 1.1638 -3.1935 -1.4222
H -0.5805 -2.3906 0.1372
H -0.0254 -0.8607 1.9627
H 2.2741 -0.0601 2.2952
H 0.0192 0.8630 -2.3890
H -2.4392 0.7521 -2.1803
```


# 3
Density functional theory data (ωB97M-V/def2-TZVPD) for an isolated molecule of C23H26N4O.

## Properties
E_HOMO = -8.755 eV
gap between HOMO and LUMO = 0.3388 hartree
structure (SMILES) = Cc1cccc(-n2ncc3c2CCC[C@H]3NC(=O)CCc2cccnc2)c1C
total energy = -32281.9373 eV
ΔE to the lowest compared entry with this formula, charge and spin = 0.102 eV

XYZ file:
```
54
C23H26N4O, DFT ωB97M-V/def2-TZVPD
C 3.8684 3.7276 -4.1263
C 4.0123 2.3935 -3.4607
C 5.2762 1.8791 -3.2114
C 5.4356 0.6465 -2.6047
C 4.3223 -0.0808 -2.2370
C 3.0488 0.4285 -2.4689
N 1.9466 -0.3465 -2.0517
N 0.9393 -0.6510 -2.8803
C 0.1083 -1.4115 -2.1989
C 0.5757 -1.6095 -0.8896
C 1.7643 -0.9086 -0.8323
C 2.6148 -0.7648 0.3775
C 1.7437 -1.0652 1.6016
C 1.0030 -2.3912 1.4191
C -0.0208 -2.3290 0.2717
N -1.2430 -1.6602 0.6910
C -2.3828 -2.3274 0.9720
O -2.4789 -3.5334 0.9006
C -3.5221 -1.4294 1.4302
C -3.3698 -1.1349 2.9320
C -4.5094 -0.2877 3.4127
C -4.4367 1.1001 3.4159
C -5.5321 1.8371 3.8339
C -6.6698 1.1526 4.2327
N -6.7547 -0.1664 4.2341
C -5.7060 -0.8609 3.8351
C 2.8746 1.6676 -3.0892
C 1.5159 2.2387 -3.3507
H 3.3157 4.4188 -3.4910
H 3.3209 3.6308 -5.0630
H 4.8435 4.1577 -4.3388
H 6.1471 2.4485 -3.5018
H 6.4237 0.2508 -2.4261
H 4.4300 -1.0549 -1.7860
H -0.7845 -1.7881 -2.6563
H 3.0450 0.2384 0.4331
H 3.4433 -1.4792 0.3471
H 2.3697 -1.1127 2.4939
H 1.0225 -0.2568 1.7426
H 0.4815 -2.6633 2.3380
H 1.7276 -3.1767 1.1978
H -0.3304 -3.3447 -0.0004
H -1.2208 -0.6551 0.7526
H -3.5300 -0.4960 0.8636
H -4.4625 -1.9541 1.2598
H -3.3551 -2.0830 3.4728
H -2.4218 -0.6208 3.1104
H -3.5296 1.5981 3.0996
H -5.5029 2.9158 3.8502
H -7.5537 1.6790 4.5681
H -5.8223 -1.9372 3.8562
H 0.7331 1.5522 -3.0471
H 1.3924 2.4366 -4.4140
H 1.3940 3.1831 -2.8198
```


# 4
Density functional theory data (ωB97M-V/def2-TZVPD) for an isolated molecule of C23H26N4O3.

## Properties
E_HOMO = -8.555 eV
gap between HOMO and LUMO = 0.3176 hartree
structure (SMILES) = Cc1ccc(-c2nn(CC(=O)NCCN3CCOCC3)c(=O)c3ccccc23)cc1
total energy = -36376.3971 eV
ΔE to the lowest compared entry with this formula, charge and spin = 2.067 eV

XYZ file:
```
56
C23H26N4O3, DFT ωB97M-V/def2-TZVPD
C -5.3284 -6.2096 1.3103
C -4.5595 -4.9297 1.1975
C -3.5239 -4.6362 2.0753
C -2.8085 -3.4587 1.9641
C -3.1165 -2.5418 0.9634
C -2.3581 -1.2911 0.8177
N -1.9659 -1.0030 -0.3808
N -1.2332 0.0789 -0.6273
C -0.9005 0.2717 -2.0269
C 0.5160 -0.2225 -2.3897
O 0.6998 -1.1427 -3.1557
N 1.4808 0.4812 -1.7800
C 2.8863 0.2319 -1.9914
C 3.5919 1.3637 -2.7527
N 4.2240 2.3218 -1.8624
C 5.1813 3.1587 -2.5681
C 5.8934 4.0674 -1.5668
O 4.9806 4.8875 -0.8784
C 4.0311 4.0954 -0.2052
C 3.2749 3.1743 -1.1631
C -0.7914 0.9662 0.3233
O -0.0544 1.9022 0.0191
C -1.2823 0.7119 1.6719
C -0.9752 1.6101 2.6974
C -1.4727 1.4047 3.9626
C -2.3012 0.3115 4.2162
C -2.6078 -0.5854 3.2192
C -2.0820 -0.4163 1.9317
C -4.1367 -2.8435 0.0654
C -4.8503 -4.0183 0.1876
H -4.9691 -6.9246 0.5697
H -6.3872 -6.0416 1.1241
H -5.2083 -6.6524 2.2960
H -3.2701 -5.3403 2.8550
H -1.9873 -3.2642 2.6391
H -1.6198 -0.3018 -2.6120
H -0.9731 1.3387 -2.2557
H 1.1990 1.2443 -1.1702
H 2.9465 -0.6920 -2.5709
H 3.3868 0.0888 -1.0296
H 4.3861 0.9239 -3.3601
H 2.8702 1.8438 -3.4364
H 5.9165 2.5190 -3.0612
H 4.6861 3.7844 -3.3324
H 6.5854 4.7381 -2.0792
H 6.4489 3.4437 -0.8499
H 3.3422 4.7874 0.2820
H 4.5351 3.4817 0.5571
H 2.5900 2.5623 -0.5775
H 2.6893 3.7873 -1.8714
H -0.3534 2.4601 2.4611
H -1.2367 2.0954 4.7579
H -2.7103 0.1717 5.2060
H -3.2682 -1.4156 3.4170
H -4.3649 -2.1418 -0.7218
H -5.6455 -4.2367 -0.5107
```


# 5
Density functional theory data (ωB97M-V/def2-TZVPD) for a structure of composition C23H27AsBBr2F4OPtS.

## Properties
spin multiplicity = 3
E_HOMO (alpha / beta) = -11.341 / -11.968 eV
gap between HOMO and LUMO (alpha / beta) = 0.3125 / 0.2541 hartree
net charge = +1
total energy = -252886.6079 eV

XYZ file:
```
61
C23H27AsBBr2F4OPtS, DFT ωB97M-V/def2-TZVPD
Pt -1.4021 -0.5755 1.4059
Br -1.9554 -1.2391 4.2110
C -2.9498 -2.6572 3.3808
Br -2.0042 -3.2339 1.7882
H -3.8981 -2.2630 3.0614
H -3.0236 -3.4981 4.0496
C -2.9585 -1.4724 -4.7432
C -1.6376 -1.8061 -4.4812
C -1.0174 -1.3495 -3.3247
C -1.7299 -0.5626 -2.4216
C -3.0604 -0.2260 -2.6811
C -3.6661 -0.6830 -3.8453
As -0.8407 0.1261 -0.8510
C 0.9932 -0.3734 -1.1615
C 1.3761 -1.6981 -0.9555
C 2.6745 -2.0992 -1.2367
C 3.5977 -1.1706 -1.7091
C 3.2195 0.1521 -1.9086
C 1.9141 0.5527 -1.6429
C -0.8325 2.0330 -0.9724
C -1.1104 2.6631 -2.1784
C -1.0851 4.0501 -2.2386
C -0.7903 4.7928 -1.1018
C -0.5175 4.1558 0.1035
C -0.5394 2.7705 0.1715
H -3.4362 -1.8256 -5.6495
H -1.0801 -2.4187 -5.1808
H 0.0143 -1.6070 -3.1451
H -3.6198 0.3807 -1.9893
H -4.6981 -0.4201 -4.0460
H 0.6601 -2.4185 -0.5814
H 2.9700 -3.1337 -1.0859
H 4.6121 -1.4824 -1.9302
H 3.9376 0.8726 -2.2837
H 1.6156 1.5791 -1.8121
H -1.3405 2.0855 -3.0625
H -1.3013 4.5504 -3.1758
H -0.7855 5.8767 -1.1516
H -0.2979 4.7396 0.9944
H -0.3431 2.2736 1.1115
C 2.7250 1.6955 1.8491
C 3.1934 0.3220 2.3155
S 1.8721 -0.9178 2.1906
O 0.5344 -0.1598 2.3894
C 2.1538 -1.8055 3.7218
C 3.2321 -2.8780 3.5429
H 3.5501 2.4003 1.9749
H 1.8812 2.0467 2.4397
H 2.4362 1.6928 0.7988
H 3.5350 0.3346 3.3516
H 3.9931 -0.0683 1.6814
H 1.1697 -2.2252 3.9488
H 2.4090 -1.0775 4.4918
H 2.9590 -3.5885 2.7562
H 3.3570 -3.4355 4.4744
H 4.2049 -2.4431 3.2887
F -4.9683 1.5820 1.8457
B -3.8302 0.9760 1.4058
F -3.8742 -0.4896 1.5797
F -2.6485 1.3703 2.1820
F -3.5477 1.2280 0.0411
```


# 6
Density functional theory data (ωB97M-V/def2-TZVPD) for a structure of composition C23H27BaN4O3S.

## Properties
E_HOMO = -9.329 eV
gap between HOMO and LUMO = 0.2413 hartree
net charge = +1
total energy = -47919.4184 eV
ΔE to the lowest compared entry with this formula, charge and spin = 1.475 eV

XYZ file:
```
59
C23H27BaN4O3S, DFT ωB97M-V/def2-TZVPD
Ba 1.2083 -1.7871 1.6683
O -1.4082 -2.0691 1.5930
C -2.1236 -2.6796 0.5238
C -1.2094 -3.4394 -0.4089
C -1.7794 -4.2081 -1.4170
C -0.9468 -4.8653 -2.3043
C 0.4274 -4.7438 -2.1509
C 0.9073 -3.9698 -1.1132
N 0.1073 -3.3254 -0.2566
H -1.9045 -1.2929 1.8784
H -2.6513 -1.9275 -0.0693
H -2.8724 -3.3691 0.9247
H -2.8562 -4.2799 -1.5027
H -1.3565 -5.4621 -3.1080
H 1.1136 -5.2373 -2.8241
H 1.9744 -3.8481 -0.9598
C -3.0708 4.7772 -2.1223
C -1.6831 4.2883 -2.4470
C -1.1837 4.4497 -3.7343
C 0.0824 3.9961 -4.0643
C 0.8601 3.3593 -3.1150
C 0.3827 3.2081 -1.8145
N 1.1274 2.5246 -0.8317
C 2.4987 2.4372 -0.7290
C 3.3264 3.4733 -1.1898
C 4.6963 3.4026 -1.0617
C 5.3004 2.3019 -0.4577
C 4.5057 1.2817 0.0130
C 3.1131 1.3269 -0.1088
C 2.3449 0.1686 0.4066
O 2.9309 -0.9480 0.5243
O 1.1199 0.3121 0.7371
C -0.8895 3.6842 -1.4674
C -1.3782 3.5444 -0.0486
H -3.5917 5.0744 -3.0303
H -3.0384 5.6430 -1.4568
H -3.6569 4.0002 -1.6289
H -1.7963 4.9320 -4.4861
H 0.4615 4.1260 -5.0698
H 1.8297 2.9635 -3.3836
H 0.6256 1.8635 -0.2624
H 2.8682 4.3505 -1.6245
H 5.3045 4.2203 -1.4262
H 6.3761 2.2505 -0.3612
H 4.9457 0.4158 0.4892
H -0.5420 3.5910 0.6486
H -1.8980 2.5922 0.1046
H -2.0732 4.3422 0.2056
C -2.2691 -3.0786 5.7349
N -0.9511 -3.2291 5.1411
C -0.6626 -4.0277 4.1148
N -1.6586 -4.7623 3.5875
S 0.9102 -4.1493 3.5076
H -2.2049 -2.3712 6.5554
H -2.6375 -4.0255 6.1359
H -2.9859 -2.6996 5.0035
H -0.1766 -2.7274 5.5384
H -2.5095 -4.9348 4.0992
H -1.3829 -5.4434 2.9012
```